(1)
ORCA calculation (ωB97M-V/def2-TZVPD) on a structure of composition C5H12N2O2Pt at a distorted geometry.

Properties
expectation value of S²: 2.05
HOMO level (spin up / spin down): -6.641 / -8.813 eV
F_max: 4.15 eV Å⁻¹
frontier orbital gap (spin up / spin down): 6.065 / 6.297 eV
multiplicity: 3
E_tot: -15693.5037 eV

Atoms and positions in Å:
1 Pt 0.8583 1.0505 -0.1258
2 C 0.0606 4.0258 -1.6079
3 H 0.1835 2.9699 -1.2901
4 H -0.8409 4.6397 -1.9910
5 H 0.7047 4.3449 -2.4557
6 H 0.3581 4.7892 -0.8617
7 H 2.4236 1.1947 -0.1562
8 C 0.6791 -2.7615 1.2327
9 C 0.2825 -1.4315 0.7483
10 N 1.2527 -0.5837 0.7327
11 O 2.5186 -0.8647 1.1555
12 C -0.9851 -1.0276 0.2455
13 C -2.2581 -1.8583 0.1155
14 N -1.0104 0.2252 -0.2552
15 O -1.9563 0.8361 -0.8025
16 H 1.7481 -2.6753 1.4697
17 H 0.5551 -3.5245 0.4323
18 H 0.1311 -3.0638 2.1411
19 H 3.0024 -0.0244 1.0130
20 H -3.0908 -1.4569 0.7214
21 H -2.5927 -1.9473 -0.9411
22 H -2.0243 -2.8564 0.4795

Cartesian forces, eV/Å:
Pt 0.1 2.2 -1.2
C -0.1 3.9 -1.3
H -0.8 0.7 -0.4
H 0.1 -2.3 0.8
H 0.3 -1.0 0.4
H 0.3 -1.0 0.4
H 0.8 1.1 -0.4
C -0.1 -1.5 0.1
C -0.4 -2.0 0.3
N 1.0 1.2 0.7
O -0.2 -0.9 0.4
C -1.8 -0.2 -0.9
C 0.6 -0.1 0.3
N 0.4 2.1 -0.3
O 0.0 -1.9 0.7
H -0.5 -0.6 0.1
H -0.1 0.3 0.6
H 0.1 0.0 -0.4
H -0.5 -0.2 -0.1
H 0.5 0.0 -0.3
H 0.3 0.3 0.6
H -0.2 -0.2 0.0

---

(2)
ORCA calculation (ωB97M-V/def2-TZVPD) on a cluster of 2 separate species, C5H12N2O3 in total at a distorted geometry.

Properties
SMILES string: CO[C@@H](CO)[C@@H](N)C#N.O
relative energy (zero: lowest compared OMol25 entry of this formula, charge and spin): 54.7 kcal/mol
HOMO level: -10.110 eV
F_max: 2.27 eV Å⁻¹
frontier orbital gap: 10.526 eV
E_tot: -14501.1333 eV

Atoms and positions in Å:
1 C -1.3984 -2.0153 0.3368
2 O -0.5561 -0.8880 0.3972
3 C -0.6421 -0.0164 -0.6979
4 C -1.9912 0.7081 -0.8023
5 O -2.3743 1.3692 0.3836
6 C 0.5235 0.9775 -0.5545
7 N 0.3649 1.7900 0.6403
8 C 1.8265 0.2529 -0.6143
9 N 2.8528 -0.1989 -0.9327
10 H -2.4543 -1.7462 0.5014
11 H -1.3047 -2.5249 -0.6368
12 H -1.0811 -2.6994 1.1322
13 H -0.5063 -0.5718 -1.6454
14 H -1.9347 1.4124 -1.6495
15 H -2.7784 -0.0197 -1.0425
16 H -1.5748 1.8211 0.7174
17 H 0.4971 1.6415 -1.4307
18 H 0.5574 1.2637 1.4877
19 H 0.9539 2.6150 0.6274
20 O 3.6446 -1.3256 1.5489
21 H 3.5054 -0.3653 1.6584
22 H 3.8705 -1.4802 0.5754

Cartesian forces, eV/Å:
C -0.3 -0.3 0.0
O 0.3 0.1 0.1
C -0.2 0.0 -0.3
C -0.1 0.1 0.1
O 0.1 0.0 0.0
C -0.1 -0.2 0.2
N 0.1 0.3 0.3
C 1.6 -0.4 -1.5
N -1.9 0.8 0.8
H 0.3 0.0 0.0
H 0.0 0.1 0.2
H -0.1 0.2 -0.2
H 0.1 0.1 0.2
H 0.0 -0.1 0.0
H 0.2 0.2 0.1
H -0.3 -0.1 -0.1
H 0.1 -0.2 0.2
H -0.1 0.0 -0.2
H 0.0 -0.2 0.0
O 0.5 0.0 -1.3
H 0.2 -0.8 -0.5
H -0.6 0.7 2.1

---

(3)
ORCA calculation (ωB97M-V/def2-TZVPD) on a structure of composition C5H12N2S at a distorted geometry.

Properties
relative energy (zero: lowest compared OMol25 entry of this formula, charge and spin): 133.8 kcal/mol
HOMO level: -9.031 eV
F_max: 8.15 eV Å⁻¹
frontier orbital gap: 9.586 eV
E_tot: -19188.9149 eV

Atoms and positions in Å:
1 C -0.8331 0.7824 1.5269
2 C -0.4166 0.1386 0.0865
3 C -1.4838 -0.5324 -0.7178
4 C 0.7787 -0.7751 0.2798
5 C 2.0272 -1.1882 -0.5963
6 H -1.6984 1.3802 1.6694
7 H -0.4723 -0.2070 2.2116
8 H 0.0576 1.3975 1.7230
9 H -0.1005 1.4551 -1.9198
10 H -2.4013 0.1930 -0.8245
11 H -1.0966 -0.6115 -1.7375
12 H -2.1382 -1.5977 1.2499
13 H -2.8437 -2.1767 -0.6050
14 H 0.4871 -1.6037 1.1149
15 H 2.3138 -0.5247 -1.5037
16 H 2.6574 -2.1498 -0.8305
17 H 2.3209 0.5261 0.5290
18 N -1.8292 -1.7216 -0.1321
19 N 2.1479 -0.3928 0.6927
20 S 0.0156 1.7605 -0.5296

Cartesian forces, eV/Å:
C 4.4 -5.1 0.7
C 0.3 2.3 1.1
C -2.1 4.0 -0.6
C 1.8 -3.4 2.5
C 0.7 2.1 -0.9
H -1.1 -0.3 0.0
H -2.1 2.8 -0.8
H -0.4 0.2 0.3
H 0.4 0.5 1.5
H 1.6 -0.7 0.2
H 0.0 -0.7 -0.1
H 1.0 -0.1 -5.5
H 3.8 1.9 2.0
H 0.4 1.6 -2.5
H -1.2 -0.8 1.4
H -1.9 1.3 1.5
H 0.7 3.4 -1.0
N -5.2 -5.0 3.8
N -1.2 -4.1 -0.2
S 0.1 0.0 -3.5